{"formula": "C2H7N5O", "method": "ωB97M-V/def2-TZVPD", "e_tot_ha": -429.2459, "lumo_energy_ev": 0.6, "e_above_lowest_ev": 4.831, "smiles": "[H]/N=C(/N)N(N)/C=N\\O", "species": ["H", "H", "H", "N", "H", "C", "H", "H", "N", "C", "N", "N", "H", "N", "O"], "positions_angstrom": [[2.0242, 1.6183, 0.8173], [0.9157, -2.0640, 0.5431], [-0.6769, -1.5586, -1.2704], [1.5157, -1.5396, -0.1964], [-0.7556, 2.2487, 0.3902], [1.2783, -0.0467, 0.1253], [2.4697, -1.7039, 0.0311], [-3.3021, -0.3775, 1.2695], [-0.4452, 1.7791, -0.6311], [-0.9202, -0.7034, -0.6866], [-2.0681, -0.8817, -0.1948], [2.2733, 0.5704, 0.5126], [0.1736, 2.2488, -1.2944], [-0.0712, 0.3439, -0.1332], [-2.4111, 0.0661, 0.7179]], "nbo_charge": [0.347, 0.366, 0.224, -0.860, 0.400, 0.573, 0.382, 0.480, -0.690, 0.146, -0.123, -0.710, 0.384, -0.365, -0.556]}